Record 1
Computed, not measured: 2 unconnected molecules or ions with the total composition C21H27Br2Cl2NO8P2, with the ωB97M-V functional and the def2-TZVPD basis.

calculated total energy = -8224.18912 Ha
largest force on an atom = 0.0321 Eh/bohr
charge = 0
HOMO level = -9.0154 eV
SMILES = CCCOc1c(CCCCl)c2c(c(ON=O)c1PP(=O)(O)O)C(=O)C([C@@H](Cl)CC)=CC2=O.BrCCBr
frontier orbital gap = 8.007 eV
LUMO level = -0.037 Eh

Structure (XYZ):
```
63
Properties=species:S:1:pos:R:3:lowdin_charge:R:1
H -0.5800 -4.1022 3.7214 0.06
O 2.3357 1.6219 -0.7627 -0.10
H 4.7620 -2.5800 0.0775 0.07
H -5.4655 2.0047 -0.0279 0.08
H 1.6806 2.4409 1.0682 0.14
O -2.0178 1.4622 -2.7068 -0.09
C -1.0780 0.9340 -1.8577 -0.26
H 3.2877 1.7241 1.0514 0.11
C -2.2808 -1.9438 0.9191 0.03
C 1.9133 -0.7574 0.8044 -0.13
Cl -5.1366 -2.4507 1.7279 0.66
H 5.1685 2.6288 0.3355 0.07
C 3.2532 3.6431 0.1786 -0.22
H 2.1975 -0.0094 1.5406 0.10
Cl 4.8986 -1.3758 2.0938 0.54
H -4.4153 0.2957 1.8550 0.11
H -6.0379 0.1675 1.2504 0.10
C 0.8553 -0.1886 -0.1006 -0.05
H -3.0464 -4.7934 3.3214 0.04
C -0.8605 -1.9652 0.5092 -0.31
H -4.7556 0.8079 -1.0877 0.07
O 2.3974 0.9044 -3.8152 -0.28
H -1.9779 -6.0680 3.9423 0.06
H 2.7119 4.1636 -0.6085 0.08
C -1.3809 -0.2035 -1.1083 -0.01
C 3.1459 -1.1999 0.0081 -0.25
C -4.7263 1.2132 -0.0798 -0.07
H -5.2264 -1.5141 -0.4521 0.12
H 5.2996 4.3478 0.0030 0.07
C -1.3564 -4.0919 4.4843 -0.67
P 0.6218 3.0442 -2.5973 0.93
O 1.8312 2.8181 -5.4362 -0.16
H 1.2785 3.6098 -5.4062 0.06
H 3.7227 -0.3369 -0.3105 0.10
C 4.0197 -2.1730 0.7555 -0.58
C 1.1324 0.9733 -0.8456 -0.24
H 1.5373 -1.5946 1.3740 0.10
Br -2.0626 -2.2785 4.4786 0.66
H -0.9100 -4.2514 5.4600 0.05
H -3.7395 1.6495 0.0607 0.08
H -2.4961 -2.3668 1.8884 0.01
H 3.2847 4.1000 -3.3866 0.07
C 4.7257 3.4519 -0.2189 -0.08
C -4.9944 0.1061 0.9537 -0.26
P 2.2037 2.3426 -3.9490 0.26
H 4.7933 3.2414 -1.2821 0.06
Br -3.6185 -5.4015 5.6626 0.61
H 2.8132 -1.6999 -0.9026 0.13
H 3.4570 -3.0128 1.1474 0.08
C -4.6622 -1.2916 0.4484 -0.62
O 3.5016 3.1699 -3.5339 -0.16
C -3.1993 -1.4031 0.1267 -0.16
C -2.4246 -5.1000 4.1567 -0.69
C 0.1851 1.5244 -1.7119 -0.30
C -0.4165 -0.7535 -0.2472 -0.01
C 2.5827 2.3197 0.4695 -0.19
O -1.4959 0.0707 -4.3486 0.15
H 3.2309 4.2689 1.0683 0.11
C -2.7276 -0.8465 -1.1749 -0.30
N -1.7306 1.1724 -4.1575 0.06
H -0.4785 3.3796 -3.3989 -0.08
O -3.3785 -0.9403 -2.1766 0.14
O -0.1516 -2.9080 0.7495 0.12
```

Record 2
Computed, not measured: a molecular structure, C14H26N3RuS4, with the ωB97M-V functional and the def2-TZVPD basis.

calculated total energy = -2400.51839 Ha
largest force on an atom = 0.0373 Eh/bohr
charge = +2
HOMO level (alpha / beta) = -14.2740 / -14.3957 eV
frontier orbital gap (alpha / beta) = 8.662 / 6.320 eV
energy above the lowest of the compared OMol25 structures with the same formula, charge and spin = 0.000 eV
spin multiplicity = 2
LUMO level (alpha / beta) = -0.206 / -0.297 Eh

Structure (XYZ):
```
48
Properties=species:S:1:pos:R:3:lowdin_spin:R:1
C 2.1693 4.0417 2.2337 0.00
H -1.8282 -3.2645 1.4411 0.00
H 1.8206 -1.4998 -1.2394 0.00
H 0.7019 2.0718 -2.6733 0.01
H 2.7785 1.0303 -3.5985 0.00
H 2.4007 5.0257 2.6186 0.00
C 2.6197 1.7078 2.0479 0.00
H -0.3550 -2.4462 3.2434 0.00
H -2.1894 -3.3807 -2.0499 0.00
N 1.5812 1.5224 1.2346 0.03
H 2.0612 -0.5548 -3.4729 0.00
H -2.8284 -3.3669 -0.4289 0.00
H -3.2622 -1.8269 1.1360 0.00
C 2.9599 2.9520 2.5652 0.04
N 1.7665 -0.5915 -0.7832 0.01
H -4.0988 -1.6372 -1.5138 0.00
H -2.5228 -0.7718 3.2517 0.00
C 1.0699 3.8564 1.4092 0.04
H -1.2487 0.7629 -2.6950 0.00
Ru -0.3281 -0.0847 -0.3428 0.49
S -0.5186 -0.4059 1.9926 0.00
H -0.4306 -0.5994 -3.0111 0.00
H -4.2306 -0.3776 1.3723 0.00
H 2.2270 -0.6986 0.1166 0.00
C -0.7731 -3.1080 1.2337 0.00
H 0.4185 4.6770 1.1413 0.00
C 2.5589 0.3779 -1.5844 0.00
S -0.6095 -2.4997 -0.4849 0.01
H -2.4357 0.8044 2.4839 0.00
H -0.2822 -4.0793 1.2878 0.00
S -2.6672 -0.0823 -0.4029 0.00
S -0.5451 2.2009 -0.1370 0.35
H 3.6109 0.0905 -1.5554 0.00
C -3.0196 -1.4759 -1.4998 0.00
H 3.8217 3.0607 3.2081 0.00
C -2.3001 -0.2647 2.3120 0.00
H -2.7547 -1.1184 -2.4946 0.00
H 0.4440 1.2230 -4.2024 0.00
C -3.2181 -0.7439 1.2035 0.00
N -0.3734 0.2809 -2.5020 0.00
C 0.8276 2.5741 0.9346 0.02
H 2.4611 1.3499 -1.1040 0.00
C 2.0653 0.4431 -3.0190 0.00
C -2.2876 -2.7650 -1.1567 0.00
H 3.2063 0.8304 2.2975 0.00
C 0.7038 1.0928 -3.1512 0.00
C -0.1271 -2.1549 2.2169 0.00
H 0.9606 -2.1779 2.1209 0.00
```

Record 3
Computed, not measured: 3 unconnected molecules or ions with the total composition C6H14ClN2O2, with the ωB97M-V functional and the def2-TZVPD basis.

calculated total energy = -957.28956 Ha
largest force on an atom = 0.0438 Eh/bohr
charge = -1
HOMO level = -3.7957 eV
frontier orbital gap = 6.846 eV
energy above the lowest of the compared OMol25 structures with the same formula, charge and spin = 1.888 eV
LUMO level = 0.112 Eh

Structure (XYZ):
```
25
Properties=species:S:1:pos:R:3:lowdin_charge:R:1
H 2.4216 4.7735 3.1763 0.07
C 1.2788 3.1480 2.3348 -0.56
H -0.1883 1.9670 -0.0354 0.08
H 0.7041 5.1664 3.0970 0.06
C 0.0476 -4.5852 -3.1549 -0.11
H -1.4919 -0.9854 -2.3371 0.07
C -0.2631 1.7307 1.0283 -0.09
H -1.2723 1.4533 1.3324 0.01
Cl -2.7146 -0.8419 1.8830 -0.73
H 0.0502 -0.7400 -1.6519 0.08
H -0.6114 -5.3123 -3.6289 0.08
O -0.3744 -3.4728 -0.5518 0.06
H 1.0630 -4.4832 -3.5467 0.08
H 0.4126 0.9076 1.2443 0.09
H 0.2672 -5.1291 -2.2297 0.08
C -0.5521 -2.7899 -1.5420 -0.53
H -0.7197 -2.7091 -3.6042 0.12
C 1.4195 4.3586 3.2614 -0.02
N 0.0660 2.8827 1.8368 -0.01
C -0.8680 -1.3150 -1.5038 -0.02
O 2.2746 2.5051 2.0076 0.02
H 1.2661 4.0405 4.2938 0.08
H -1.3050 -1.0027 -0.5550 0.01
H -0.5049 3.6980 1.6734 0.13
N -0.4056 -3.2647 -2.8276 -0.02
```

Record 4
Computed, not measured: 2 unconnected molecules or ions with the total composition C25H41BF14NO9P3, with the ωB97M-V functional and the def2-TZVPD basis.

calculated total energy = -4156.29991 Ha
largest force on an atom = 0.0167 Eh/bohr
charge = 0
HOMO level = -7.9614 eV
SMILES = CCCO[C@]1([C@H](C)F)C(=O)O[C@@](CCC(F)(F)C(F)(F)C(F)(F)C(F)(F)C(F)(F)C(F)(F)F)(B(O)OCC)[C@@]1([PH2]=N)P(C)CC.COP(=O)(OC)OC
frontier orbital gap = 8.384 eV
LUMO level = 0.016 Eh

Structure (XYZ):
```
94
Properties=species:S:1:pos:R:3:lowdin_charge:R:1
C 1.3419 0.6488 -1.3017 -0.25
H 5.7697 1.4915 -0.5166 0.08
C 1.7894 2.1094 -1.1688 -0.08
C -2.4945 -1.2360 2.1372 -0.20
H -0.3135 -4.2518 -2.5184 0.09
H -0.9663 -3.1059 -0.6038 0.15
O -1.2354 -0.7988 0.1422 -0.20
H -1.9160 2.2003 -4.6563 0.03
P -1.5426 1.2965 -1.2449 0.82
F 2.7264 4.5877 -0.7998 0.13
H 0.2239 1.6796 -5.2255 0.04
C 0.8717 -5.2460 2.9389 -0.08
C -0.2640 -1.1426 -0.8659 -0.31
C -0.1108 0.1951 -1.7258 -0.41
O 1.5199 0.0299 0.0467 0.09
P -1.2827 -6.5944 2.5522 0.33
C 0.5803 1.5187 -4.2061 -0.26
H -3.4536 0.0923 3.5905 0.07
F 2.0474 5.5643 3.4115 0.17
C -3.4735 -7.1592 3.8634 -0.08
O -1.9464 -5.3635 2.1099 -0.23
C 1.8848 4.3956 1.3957 -0.34
C -0.7593 -2.4612 -1.4647 -0.29
H 6.7246 0.0298 -0.1347 0.08
C -2.4919 -0.0345 3.0889 -0.11
C -0.7042 7.1064 2.7327 -0.34
F 1.3379 3.3143 1.9918 0.14
O 2.4321 -1.2512 -2.7427 0.18
H -2.5955 0.3866 -1.2913 0.03
H 0.8182 -5.0692 1.8657 0.08
O 3.8367 0.4142 -1.7599 0.06
O -0.8451 -7.5762 1.3866 -0.21
O 0.0744 -6.3838 3.3244 -0.20
F -1.9877 -2.1832 -2.0638 0.00
H -1.4222 -8.5345 -0.3128 0.09
H -0.4038 -0.8333 2.0544 0.13
H -2.0652 -0.8308 -4.7963 0.06
H 1.6614 1.3648 -4.2741 0.04
C 6.0604 0.4991 -0.8633 -0.06
H 0.1809 2.8052 0.1342 0.09
C 0.8272 3.1773 -0.6586 -0.09
C -1.1234 7.9358 1.4809 -0.54
H -2.2054 1.1365 -6.0565 0.07
F 0.8173 5.5169 -0.4259 0.11
F -0.0795 8.2259 0.7042 0.18
H 2.6365 2.0567 -0.4812 0.13
C -2.4001 1.2871 -4.9908 -0.18
H -1.4242 1.6706 0.1012 0.02
H -2.2507 0.8918 2.5581 0.06
H 0.2006 -2.7840 -3.3885 0.05
H 2.2168 2.4360 -2.1172 0.13
H 4.4218 -0.7153 -0.1243 0.13
C 1.0556 -1.2303 -0.1083 -0.45
H -2.6839 -7.5094 0.3985 0.09
H -1.7332 -0.1712 3.8652 0.07
C -1.9598 0.0619 -4.1726 -0.42
C 0.1146 -3.2521 -2.4108 -0.02
H -2.6431 -0.0982 -3.3400 0.04
O 1.6091 -2.1916 0.3226 0.18
H -2.2628 -9.0708 1.1611 0.09
P -0.1825 -0.0486 -3.6206 1.03
H 5.0971 -1.2366 -1.6821 0.12
F 3.2112 4.3026 1.5464 0.16
C 1.5552 4.4071 -0.1545 -0.41
H -3.4758 1.4404 -4.8802 0.07
F 1.8747 6.7445 1.6095 0.16
H 1.1022 -3.3696 -1.9648 0.08
H 1.8972 -5.4652 3.2211 0.09
F -0.7936 5.0577 1.5318 0.16
H 6.6173 0.6055 -1.7967 0.08
H -2.6704 -2.1393 2.7263 0.11
F -1.6705 9.0799 1.9063 0.18
H -4.0000 -6.7803 2.9899 0.08
H -3.4899 -6.4055 4.6485 0.09
H -3.9443 -8.0719 4.2181 0.09
F -0.3130 4.9956 3.6386 0.17
F 0.1724 7.8250 3.4535 0.17
C 1.4378 5.6363 2.2200 -0.35
H 3.1495 -1.8925 -2.6576 0.13
C -1.1330 -1.3796 1.4405 -0.18
H -3.2781 -1.1213 1.3857 0.12
H 0.5203 -4.3624 3.4680 0.09
H -1.7833 3.4039 -1.6954 -0.02
C 4.8302 -0.3603 -1.0756 -0.22
H 0.1805 3.5324 -1.4632 0.10
B 2.5980 -0.1124 -2.0163 -0.65
C -0.1054 5.6808 2.5058 -0.33
O -2.1165 -7.5035 3.5408 -0.21
H -0.8572 -2.4365 1.3803 0.12
F -1.8310 6.9478 3.4516 0.16
H 0.3330 2.3916 -3.6024 0.03
C -1.8755 -8.2085 0.6189 -0.09
F -2.0300 7.2699 0.7620 0.18
N -1.7677 2.5258 -2.2005 -0.26
```